Formula: C3H4F6NO5RbS2
Source: the Open Molecules 2025 dataset
Level of theory: the ωB97M-V functional and the def2-TZVPD basis

Output
HOMO energy: -0.3502 Ha
Relative energy (zero: lowest compared OMol25 entry of this formula, charge and spin): 0.0754 eV

Structure (ORCA input):
```
! wB97M-V def2-TZVPD RIJCOSX def2/J DEFGRID3
* xyz 0 1
O 1.7493 -1.2764 1.4101
O -0.1049 -1.2408 -1.9874
H -0.0951 -0.7611 -1.1341
N 0.1853 0.3814 0.3480
H -1.5678 -2.0681 -3.1027
S 0.6285 -0.3822 1.6388
F 1.2852 4.1179 0.6374
C -1.2381 -2.1033 -2.0542
Rb 0.7606 0.5869 -3.9677
F -0.4318 3.4589 -0.5318
C -0.8316 -1.5660 1.8821
F -1.0711 -2.2361 0.7568
O 2.5402 1.5399 0.8578
C 0.4024 3.1462 0.4574
O 1.6027 1.6628 -1.3759
H -2.0761 -1.7168 -1.4771
H -1.0104 -3.1527 -1.8751
F -1.9215 -0.9525 2.2828
S 1.3441 1.5631 0.0511
F -0.4835 -2.4488 2.7961
F -0.3027 3.0030 1.5715
O 0.6365 0.4447 2.8162
*
```

Löwdin atomic charge list, values in e, 8 entries:
1. O -0.2868
2. O -0.2775
3. H 0.0066
4. N -0.3161
5. H 0.0717
6. S 0.5697
7. F 0.1527
8. C -0.1549

Formula: C4H6Br2N3
Source: the Open Molecules 2025 dataset
Level of theory: the ωB97M-V functional and the def2-TZVPD basis

Output
HOMO energy (spin up / spin down): -0.4039 / -0.4972 Ha
Relative energy (zero: lowest compared OMol25 entry of this formula, charge and spin): 0.0115 eV

Structure (ORCA input):
```
! wB97M-V def2-TZVPD RIJCOSX def2/J DEFGRID3
* xyz 1 3
H 2.4357 -0.3879 0.2177
C 0.5338 0.4558 -0.0601
H -3.3981 1.3460 1.9132
Br -4.0984 2.1112 -0.3254
C -2.1644 -0.8918 -0.1506
Br -2.1615 -2.6933 0.1146
N 1.7540 0.4009 0.4095
C -1.3813 -0.3030 -1.2596
C -3.2148 0.9518 0.9392
H -1.3723 -0.8462 -2.2075
N 0.0569 -0.4938 -0.7624
N -2.7821 -0.1644 0.7078
H 0.6091 -1.2589 -1.0349
H -1.6681 0.8465 -1.3300
H 2.1616 1.1138 0.9768
*
```

Löwdin atomic charge list, values in e, 8 entries:
1. H 0.1824
2. C 0.0254
3. H 0.0571
4. Br 0.6801
5. C -0.8479
6. Br 0.8758
7. N 0.1756
8. C -0.1278

Formula: C11H20CrN2OP
Source: the Open Molecules 2025 dataset
Level of theory: the ωB97M-V functional and the def2-TZVPD basis

Output
HOMO energy (spin up / spin down): -0.2123 / -0.1749 Ha
Relative energy (zero: lowest compared OMol25 entry of this formula, charge and spin): 0.0000 eV

Structure (ORCA input):
```
! wB97M-V def2-TZVPD RIJCOSX def2/J DEFGRID3
* xyz 0 4
H 1.2534 0.9800 7.0152
H -0.0741 2.9943 2.3042
C -0.3850 0.2843 -2.3732
H 0.7375 2.9923 5.4543
C -0.5763 -1.6449 3.8056
C -0.3100 1.9184 -0.7088
H -0.0113 -3.2841 1.4994
O -0.3783 0.5627 2.1886
C 0.8784 2.8323 2.8189
C 0.1304 0.6246 3.3412
C -1.1939 1.1190 -1.5248
P -0.0099 -2.6643 0.2064
H 0.1017 -2.5091 3.7681
H 1.8642 0.0970 -2.5420
H -2.2784 1.1923 -1.5406
H 1.9350 2.0376 -0.6425
N 0.7550 1.7585 3.7748
C 0.9070 -0.3974 5.4051
H 1.6385 2.6157 2.0570
C 1.1539 2.0247 5.1425
C 0.7014 0.9316 6.0744
Cr -0.0156 -0.2264 -0.2941
H -1.3849 -1.8723 4.5147
H 1.0950 -3.3105 -0.4336
N 0.0927 -0.4267 4.2075
C 1.0417 1.5545 -1.0291
H -1.0073 -1.4743 2.8144
H -0.6079 2.7531 -0.0787
H 0.6262 -1.2389 6.0341
H -0.3585 1.0689 6.2984
H -0.7467 -0.3597 -3.1736
C 0.9988 0.5369 -2.0485
H 2.2493 2.1222 5.2007
H -1.1022 -3.3271 -0.4389
H 1.9760 -0.5086 5.1630
H 1.1705 3.7463 3.3502
*
```

Löwdin atomic charge list, values in e, 8 entries:
1. H 0.1195
2. H 0.0865
3. C -0.2220
4. H 0.1250
5. C -0.0529
6. C -0.1981
7. H -0.1408
8. O -0.0404

Formula: C9H12Cl2N2O2S
Source: the Open Molecules 2025 dataset
Level of theory: the ωB97M-V functional and the def2-TZVPD basis

Output
Structure (SMILES): CCN(CC)C(=O)COc1nc(Cl)c(Cl)s1
HOMO energy: -0.3244 Ha

Structure (ORCA input):
```
! wB97M-V def2-TZVPD RIJCOSX def2/J DEFGRID3
* xyz 0 1
C 1.4969 -1.7894 2.8820
C 0.2736 -1.6047 1.9527
C 1.2356 -0.4976 -0.1007
O 0.5225 1.6129 -1.3203
H 2.4306 -1.7875 2.3131
C 1.5865 0.7187 -0.9820
C -1.5259 -0.3143 -3.5084
H -1.5404 2.2260 1.7092
Cl -3.4255 0.9610 -4.9940
H 2.3514 1.2957 -0.4415
C -2.1676 0.8470 -3.8268
H 1.5519 -0.9656 3.5985
H 0.8233 1.6790 1.3148
N 0.5229 -0.4188 1.0941
H 1.9299 0.3301 -1.9431
H -1.4628 1.3325 0.1531
O 1.7503 -1.5531 -0.4042
N -0.4930 -0.2090 -2.6001
C -0.4128 1.0612 -2.1913
H -0.6579 -1.5578 2.5460
Cl -2.0424 -1.7810 -4.2705
C 0.1593 0.8846 1.6493
H -1.9700 0.5053 1.6380
H 0.1669 -2.5067 1.3114
H 1.4073 -2.7359 3.4060
H 0.2869 0.7956 2.7534
S -1.5272 2.2013 -2.9728
C -1.2707 1.2704 1.2339
*
```

Löwdin atomic charge list, values in e, 8 entries:
1. C -0.0784
2. C -0.1841
3. C -0.4229
4. O -0.1068
5. H 0.0750
6. C -0.0773
7. C -0.8355
8. H 0.0775

Formula: C7H7NOS2
Source: the Open Molecules 2025 dataset
Level of theory: the ωB97M-V functional and the def2-TZVPD basis

Output
Structure (SMILES): O=C1C[C@@H](Sc2cccs2)N1
HOMO energy: -0.3306 Ha
Relative energy (zero: lowest compared OMol25 entry of this formula, charge and spin): 2.2225 eV

Structure (ORCA input):
```
! wB97M-V def2-TZVPD RIJCOSX def2/J DEFGRID3
* xyz 0 1
H -0.3851 1.9554 0.6972
C 2.3820 -0.8275 -2.3479
H 3.4163 -1.3579 -2.4692
N -0.7779 1.3100 1.3110
C 0.2312 -0.5439 -1.3045
H -2.0898 -0.9821 2.8546
H 2.8692 1.2178 -2.9480
C -2.1701 -0.1790 2.0618
C -1.6806 1.3187 2.5039
O -2.2439 2.1491 3.2467
S 0.5709 0.9139 -1.9719
H 1.6159 -2.4011 -1.0691
H -3.0291 -0.2369 1.4533
H -0.0378 -0.6356 1.3221
C 1.3723 -1.3915 -1.5363
C 2.2927 0.6153 -2.4483
S -1.3612 -0.8283 -0.4905
C -0.9751 -0.0966 1.1350
*
```

Löwdin atomic charge list, values in e, 8 entries:
1. H 0.0834
2. C -0.2016
3. H 0.1320
4. N 0.0948
5. C -0.9307
6. H 0.1319
7. H -0.0143
8. C -0.0611

Formula: C30H60O10
Source: the Open Molecules 2025 dataset
Level of theory: the ωB97M-V functional and the def2-TZVPD basis

Output
Structure (SMILES): CC(C)=O.CC(C)=O.CC(C)=O.CC(C)=O.CC(C)=O.CC(C)=O.CC(C)=O.CC(C)=O.CC(C)=O.CC(C)=O
HOMO energy: -0.3407 Ha
Relative energy (zero: lowest compared OMol25 entry of this formula, charge and spin): 4.0518 eV

Structure (ORCA input):
```
! wB97M-V def2-TZVPD RIJCOSX def2/J DEFGRID3
* xyz 0 1
H 3.8712 1.1214 -7.5948
C -3.8380 4.9991 -0.7958
O 9.6240 -1.3974 -3.1770
C 8.2511 -3.3509 -3.1106
H 8.1089 -4.0376 -2.2761
H -5.0825 -4.5215 2.3789
H -0.1242 5.5730 -4.5186
H 1.0814 5.0803 -5.4494
H 1.8828 -1.2454 -0.9235
H 4.3757 1.8321 -6.0271
C 0.9950 -5.1544 2.2155
H -1.7985 -2.0600 7.9842
C 0.8567 -5.2323 0.7216
H 7.4073 -1.5911 -1.1331
H 8.6495 -2.5792 -0.4235
C -2.9030 -2.1997 -3.4089
H -6.6224 -4.3642 1.6210
O -2.0594 4.9181 7.1874
H 7.3730 -0.8212 -7.2733
H -0.0840 -3.3175 2.6050
H -6.1456 -1.1285 -3.4948
H -3.4570 4.5380 -1.7070
C 2.7470 -0.7766 -0.4530
C 0.8659 -3.8193 2.7894
H 0.4492 4.9389 9.0876
H -5.2125 -4.2124 0.6379
H 0.9387 4.2829 6.3503
H 0.2967 6.4574 8.1572
C -3.4790 0.2572 6.1893
H -2.3703 -2.9473 -3.9966
H -3.0381 -2.7753 -2.4932
C 0.0267 3.7652 6.6474
H 1.6984 -3.1774 2.5014
C 0.1169 4.6953 -5.1183
H 3.2775 -1.5148 0.1485
H -3.3589 1.7084 -0.5863
H 0.0822 -4.5511 0.3691
H -4.8500 5.3486 -1.0001
C 8.9172 -2.1366 -2.5537
H -2.1972 -1.3944 -3.2055
H -3.4402 1.1818 6.7652
O 2.8141 0.3902 1.5679
H -3.1843 5.7786 -0.4042
C 8.4794 -1.7871 -1.1527
O -4.0149 3.8403 1.3201
H 7.2930 -3.1646 -3.5958
H 0.8725 -3.7858 3.8789
C 0.7164 0.5337 0.5896
H -5.5187 -2.7342 -3.0366
H 6.2431 -0.4081 -8.5363
O 1.4121 -6.0600 2.8517
C -4.1673 2.4375 -0.6413
H -7.0450 -1.0094 1.5645
C 0.4482 3.4041 -4.4011
H -4.4269 -0.2696 6.2996
H -6.3975 -1.0163 3.2313
C 0.4933 2.0618 -5.1033
H -7.3203 -2.3394 2.6908
C -0.8427 4.8051 7.3881
O -1.4452 -0.8253 5.8954
H 0.1209 -0.1586 -0.0055
H -4.5001 2.6482 -1.6577
C -5.6138 -3.9510 1.6171
C 2.1319 0.0818 0.6152
H -1.0005 5.9850 9.1474
H 3.2666 -0.1596 -1.1860
C -6.5818 -1.6179 2.3412
C -0.2257 5.5663 8.5053
C 5.5784 0.2396 -6.6729
H 0.2153 2.8829 7.2590
C -2.3368 -0.5789 6.6467
H 8.8067 -3.9476 -3.8340
H 7.2778 0.8630 -7.9147
C -5.4636 -1.9321 -3.7726
O -3.8782 -0.5262 -4.8081
C -5.4304 -2.4530 1.8622
H 0.5940 2.2383 -6.1742
H 1.1789 1.3733 -4.6093
H 0.4679 1.5651 0.3397
H 1.8331 -5.1152 0.2513
H -4.8976 1.9417 -0.0018
H -0.4978 1.6084 -5.1193
H 0.4542 -6.2157 0.4789
O 5.3148 -0.5641 -5.7541
H -1.7114 -0.5105 8.8455
H -3.2428 -1.2103 8.4532
O 0.7279 3.3604 -3.2194
H -0.6078 4.6729 -5.9322
H 0.3417 0.3615 1.5986
H -3.4615 0.4952 5.1258
C 6.7171 -0.0278 -7.6314
H -5.7474 -2.5668 -4.6122
C -2.2345 -1.0643 8.0659
O -4.3903 -1.9173 1.4171
H -0.4546 3.4286 5.7291
C 4.7174 1.4297 -6.9807
H 8.9590 -0.8400 -0.9055
C -3.9692 3.7673 0.0857
C -4.0728 -1.5060 -4.1133
H 5.3731 2.1106 -7.5234
*
```

Löwdin atomic charge list, values in e, 8 entries:
1. H 0.0919
2. C -0.0223
3. O 0.0801
4. C -0.0298
5. H 0.0740
6. H 0.0842
7. H 0.0793
8. H 0.0858

Formula: H4N4
Source: the Open Molecules 2025 dataset
Level of theory: the ωB97M-V functional and the def2-TZVPD basis

Output
HOMO energy: -0.3405 Ha
Relative energy (zero: lowest compared OMol25 entry of this formula, charge and spin): 3.8124 eV

Structure (ORCA input):
```
! wB97M-V def2-TZVPD RIJCOSX def2/J DEFGRID3
* xyz 0 1
N -0.3093 -0.0555 -0.0750
N 1.0180 0.3526 -0.3313
N -0.4584 -1.2798 -0.1136
H -2.1043 0.2606 0.5477
H 0.4309 -1.6173 -0.2873
H 1.5979 0.0373 0.4308
N -1.0794 0.9073 0.1762
H 0.9046 1.3947 -0.3476
*
```

Need the Löwdin charges? In units of e they are:
1. N -0.5798
2. N 0.0756
3. N 0.0886
4. H 0.1738
5. H 0.0150
6. H 0.0889
7. N 0.0366
8. H 0.1015

Formula: C7H15O2S
Source: the Open Molecules 2025 dataset
Level of theory: the ωB97M-V functional and the def2-TZVPD basis

Output
Structure (SMILES): CCCC=[S@@](=O)([O-])C(C)C
HOMO energy: -0.1194 Ha
Relative energy (zero: lowest compared OMol25 entry of this formula, charge and spin): 1.1007 eV

Structure (ORCA input):
```
! wB97M-V def2-TZVPD RIJCOSX def2/J DEFGRID3
* xyz -1 1
O -0.2334 1.6700 1.0253
C -3.2524 0.6844 0.7246
H 0.6116 -1.0399 -1.0994
H -1.9044 -0.9970 1.0922
H -1.8350 -1.8286 -0.9617
O -0.7496 1.3121 -1.4327
H -4.2342 0.0517 0.8650
C -2.5846 -1.0186 -0.9036
C 2.8926 1.0237 -0.9097
H 3.1216 1.8704 -0.1894
H -2.7078 -0.3236 -1.7539
H -3.1542 1.5301 0.0268
H 3.7200 0.0555 0.8650
H 1.8901 0.9363 -1.2506
C 1.7513 -0.6108 0.5691
H -3.0479 1.2946 1.6062
H 3.5279 1.1404 -1.8231
H 1.5631 0.1255 1.3805
H -3.5110 -1.4454 -0.6760
H 3.7662 -1.0198 -0.4161
C 0.4686 -0.7830 -0.0964
C 3.1690 -0.1917 -0.0564
C -2.1570 -0.2004 0.2914
S -0.4747 0.6443 -0.1513
H 2.0987 -1.4943 1.1099
*
```

Löwdin atomic charge list, values in e, 8 entries:
1. O -0.4514
2. C -0.1490
3. H 0.0307
4. H 0.1297
5. H 0.0730
6. O -0.4097
7. H 0.1121
8. C -0.1437

Formula: C8H19N2O3P
Source: the Open Molecules 2025 dataset
Level of theory: the ωB97M-V functional and the def2-TZVPD basis

Output
Structure (SMILES): CCC(=C=O)[P@](=O)([O-])[NH+](C)C.CNC
HOMO energy: -0.3233 Ha
Relative energy (zero: lowest compared OMol25 entry of this formula, charge and spin): 3.8165 eV

Structure (ORCA input):
```
! wB97M-V def2-TZVPD RIJCOSX def2/J DEFGRID3
* xyz 0 1
H -0.0214 0.2551 7.0314
H -2.1724 0.6595 6.1509
N -1.7764 -0.1926 5.7273
C 0.6111 1.1634 -1.6898
C -1.3992 -0.0609 4.3014
H -1.4657 -1.0254 3.8804
H 1.4873 0.1557 -4.2796
C 1.5326 1.8873 -2.2291
O -0.1156 -1.4299 -1.6380
P 1.0037 -0.5642 -2.0758
C -0.6688 -0.5444 6.6866
H -1.2030 -0.8706 -4.4434
C 0.3451 0.8675 0.7359
H -1.1694 -1.0528 7.4167
H -0.9124 0.6403 -3.7134
H 0.6451 -0.0736 0.5125
H 0.4738 -2.5031 -4.3051
C -0.6249 -0.0580 -4.4115
H 1.1995 1.4995 0.9629
N 0.7779 -0.4658 -4.0601
H 1.3395 -1.6819 -5.5368
O 2.4151 -0.9967 -1.9623
C 1.2174 -1.7665 -4.5302
H -2.1889 0.4126 3.8271
H -0.3449 2.4303 -0.3349
O 2.0814 2.5806 -3.0306
H -0.1062 -1.2114 6.0828
H 2.0281 -2.1342 -3.9899
H -1.1873 0.7876 -0.6488
H -0.5445 0.5493 3.9851
C -0.3456 1.3977 -0.5349
H -0.2710 0.9210 1.5033
H -0.6400 0.4247 -5.3900
*
```

Löwdin atomic charge list, values in e, 8 entries:
1. H 0.0722
2. H 0.0914
3. N -0.1725
4. C -0.2668
5. C -0.1493
6. H 0.0640
7. H 0.0995
8. C -0.1917

no.,maximum force (eV/Å)
1,3.361
2,4.065
3,2.979
4,2.350
5,9.791
6,3.833
7,5.828
8,4.833
9,4.740